Version a
This record from the OMol25 dataset describes C5H7NO2 in the gas phase. The level of theory is ωB97M-V with the def2-TZVPD basis set.

Values from the calculation:
HOMO-LUMO gap in eV: 9.64
HOMO in eV: -8.83
Structure (SMILES): C=C(O)C(=C)C(N)=O

Geometry as ORCA input:
```
! wB97M-V def2-TZVPD RIJCOSX def2/J DEFGRID3
* xyz 0 1
C 1.413 -0.079 -0.076
C -0.824 0.527 -0.546
C 0.033 -0.391 0.370
N 2.298 0.277 0.874
C -1.904 0.101 -1.211
C -0.313 -1.527 0.961
O -0.600 1.838 -0.239
O 1.559 0.144 -1.278
H -1.201 2.392 -0.753
H 3.176 0.686 0.596
H 2.040 0.272 1.845
H -2.723 0.764 -1.438
H -2.031 -0.940 -1.440
H -1.348 -1.803 1.083
H 0.424 -2.261 1.251
*
```

Quick look at the Mulliken charges, all values in e: 0.63 0.69 0.03 -0.39 -1.06 -0.73 -0.50 -0.61 0.33 0.23 0.21 0.21 0.33 0.35 0.27

=====

Version b
This record from the OMol25 dataset describes C5H7NO2 in the gas phase. The level of theory is ωB97M-V with the def2-TZVPD basis set.

Values from the calculation:
HOMO-LUMO gap (spin up / spin down) in eV: 7.93 / 7.93
HOMO (spin up / spin down) in eV: -7.85 / -7.84

Geometry as ORCA input:
```
! wB97M-V def2-TZVPD RIJCOSX def2/J DEFGRID3
* xyz 0 1
C 1.688 0.074 0.940
C -1.551 0.949 -0.989
C 0.580 -0.387 0.028
C -1.828 -0.083 -0.094
C -0.760 -0.659 0.562
O 0.217 0.894 -1.001
N 0.766 -1.567 -0.610
O -2.009 1.798 -1.653
H 0.543 1.764 -0.723
H 0.191 -1.650 -1.444
H -2.868 -0.327 0.071
H -0.867 -1.320 1.409
H 1.453 1.033 1.408
H 1.830 -0.671 1.723
H 2.615 0.150 0.371
*
```

Quick look at the Mulliken charges, all values in e: -1.42 0.80 1.21 -0.73 -0.56 -0.51 -0.83 -0.45 0.37 0.26 0.39 0.38 0.38 0.34 0.37

=====

Version c
This record from the OMol25 dataset describes C5H7NO2 in the gas phase. The level of theory is ωB97M-V with the def2-TZVPD basis set.

Values from the calculation:
HOMO-LUMO gap in eV: 10.38
HOMO in eV: -9.49
Structure (SMILES): N[C@H]1[C@H]2O[C@@H]3[C@H](O2)[C@H]13

Geometry as ORCA input:
```
! wB97M-V def2-TZVPD RIJCOSX def2/J DEFGRID3
* xyz 0 1
C -0.437 -0.553 -0.551
C -1.110 0.163 0.620
C 0.434 1.567 -0.028
C 0.984 0.609 1.006
C 0.779 0.254 -0.512
H 0.573 -2.117 -0.947
H -1.015 -2.549 -0.658
H -0.950 -0.404 -1.477
H -2.121 -0.052 1.025
H 0.732 2.556 -0.409
H 1.941 0.671 1.496
H 1.559 0.082 -1.184
N -0.176 -1.965 -0.340
O -0.989 1.570 0.249
O -0.206 0.168 1.708
*
```

Quick look at the Mulliken charges, all values in e: 0.70 -0.22 -0.21 -0.26 -0.97 0.25 0.27 0.36 0.42 0.40 0.41 0.45 -0.73 -0.45 -0.44

=====

Version d
This record from the OMol25 dataset describes C5H7NO2 in the gas phase. The level of theory is ωB97M-V with the def2-TZVPD basis set.

Values from the calculation:
HOMO-LUMO gap in eV: 10.19
HOMO in eV: -9.81
Structure (SMILES): CC(=O)[C@H](C#N)CO

Geometry as ORCA input:
```
! wB97M-V def2-TZVPD RIJCOSX def2/J DEFGRID3
* xyz 0 1
C 0.562 -0.131 0.635
C 0.409 0.792 -0.540
C -1.251 0.692 0.072
C 0.604 -1.610 0.316
O 0.900 0.342 1.721
O -1.924 -0.178 -0.791
C 1.328 1.883 -0.553
N 2.229 2.594 -0.624
H -1.881 -1.082 -0.460
H 0.266 0.409 -1.551
H -1.536 0.529 1.112
H -1.619 1.697 -0.114
H 1.642 -1.938 0.352
H 0.212 -1.852 -0.670
H 0.058 -2.146 1.093
*
```

Quick look at the Mulliken charges, all values in e: 0.76 0.11 -0.58 -1.30 -0.60 -0.52 0.04 -0.44 0.36 0.40 0.34 0.40 0.34 0.39 0.31

=====

Last place for stability: version b

=====

Version a
This record from the OMol25 dataset describes a molecular structure, C6H6Cl2. The level of theory is ωB97M-V with the def2-TZVPD basis set.

Values from the calculation:
HOMO-LUMO gap in eV: 10.62
HOMO in eV: -9.74

Geometry as ORCA input:
```
! wB97M-V def2-TZVPD RIJCOSX def2/J DEFGRID3
* xyz 0 1
C -0.996 -0.156 -0.002
C -0.006 -0.697 -1.070
C 0.983 -0.174 -0.010
C 0.007 -0.687 1.063
C 0.662 1.330 -0.006
C -0.675 1.323 -0.009
H -0.008 -1.822 -1.142
H 0.018 -0.200 -2.046
H -0.003 -0.181 2.052
H 0.021 -1.794 1.167
H 1.398 2.159 -0.002
H -1.393 2.171 0.007
Cl -2.693 -0.638 -0.001
Cl 2.687 -0.634 -0.001
*
```

Quick look at the Mulliken charges, all values in e: 0.19 -0.42 0.19 -0.44 -0.47 -0.49 0.26 0.29 0.27 0.27 0.40 0.39 -0.22 -0.22

=====

Version b
This record from the OMol25 dataset describes a molecular structure, C6H6Cl2. The level of theory is ωB97M-V with the def2-TZVPD basis set.

Values from the calculation:
HOMO-LUMO gap in eV: 10.63
HOMO in eV: -9.67

Geometry as ORCA input:
```
! wB97M-V def2-TZVPD RIJCOSX def2/J DEFGRID3
* xyz 0 1
C 0.295 1.096 0.001
C 0.739 -0.005 -1.018
C 2.222 -0.010 -0.674
C 2.220 -0.012 0.668
C 0.741 0.000 1.029
C 0.288 -1.091 -0.002
H 0.907 1.996 0.002
H 0.438 0.002 -2.061
H 3.077 -0.006 -1.369
H 3.063 -0.032 1.362
H 0.426 -0.015 2.075
H 0.881 -2.002 0.011
Cl -1.396 1.623 -0.001
Cl -1.417 -1.612 -0.002
*
```

Quick look at the Mulliken charges, all values in e: -0.12 -0.43 -0.46 -0.49 -0.41 -0.13 0.35 0.42 0.41 0.43 0.42 0.34 -0.17 -0.17

=====

Last place for stability: version b

=====

Version a
This record from the OMol25 dataset describes 2 unconnected molecules or ions with the total composition C5H8N2S. The level of theory is ωB97M-V with the def2-TZVPD basis set.

Values from the calculation:
HOMO-LUMO gap in eV: 8.81
HOMO in eV: -9.01

Geometry as ORCA input:
```
! wB97M-V def2-TZVPD RIJCOSX def2/J DEFGRID3
* xyz 0 1
C -1.328 -0.687 -0.315
C 1.775 -0.287 0.545
C 0.652 0.872 0.376
C 0.267 1.635 -1.035
C -0.702 0.722 -0.086
H -2.774 -1.959 0.043
H -0.316 -2.265 1.153
H 2.720 0.005 0.130
H 1.718 -0.509 1.594
H 0.432 1.497 1.395
H 0.060 2.638 -1.083
H 0.683 1.199 -2.004
H -1.426 1.532 0.242
N -2.584 -0.885 -0.086
N -0.417 -1.832 -0.217
S 1.240 -1.675 -0.652
*
```

Quick look at the Mulliken charges, all values in e: 0.37 -0.78 0.00 -0.78 -0.06 0.31 0.32 0.37 0.33 0.23 0.35 0.21 0.38 -0.65 -0.56 -0.03

=====

Version b
This record from the OMol25 dataset describes C5H8N2S in the gas phase. The level of theory is ωB97M-V with the def2-TZVPD basis set.

Values from the calculation:
HOMO-LUMO gap (spin up / spin down) in eV: 6.86 / 6.87
HOMO (spin up / spin down) in eV: -6.76 / -6.76

Geometry as ORCA input:
```
! wB97M-V def2-TZVPD RIJCOSX def2/J DEFGRID3
* xyz 0 1
C 0.632 -1.129 0.151
C 1.390 0.048 0.120
C -1.369 0.147 0.071
C -1.652 -2.140 -0.112
C 1.283 2.441 -0.064
N -0.770 -1.014 0.171
N 0.746 1.173 0.263
S -2.556 1.162 0.350
H 1.106 -2.009 0.276
H 2.451 0.029 0.120
H -1.664 -2.784 0.823
H -2.492 -1.666 -0.404
H -1.300 -2.687 -0.975
H 0.824 2.800 -1.050
H 1.031 3.059 0.677
H 2.341 2.570 -0.416
*
```

Quick look at the Mulliken charges, all values in e: -1.00 0.23 0.43 -0.97 -0.92 0.07 -0.42 -0.26 0.45 0.45 0.30 0.36 0.35 0.27 0.33 0.33

=====

Version c
This record from the OMol25 dataset describes C5H8N2S in the gas phase. The level of theory is ωB97M-V with the def2-TZVPD basis set.

Values from the calculation:
HOMO-LUMO gap in eV: 8.35
HOMO in eV: -7.55
Structure (SMILES): Cc1c[nH]c(S)c1N

Geometry as ORCA input:
```
! wB97M-V def2-TZVPD RIJCOSX def2/J DEFGRID3
* xyz 0 1
C -2.148 0.456 0.308
C -0.688 0.502 -0.110
C 0.010 1.379 -0.857
C 1.424 -0.178 -0.311
C 0.191 -0.569 0.238
H -2.319 0.586 1.403
H -2.579 -0.579 0.024
H -2.712 1.233 -0.395
H -0.244 2.379 -1.267
H 2.058 1.386 -1.442
H 3.484 -0.200 0.814
H -1.182 -1.973 0.950
H 0.529 -2.624 0.945
N 1.261 0.950 -1.035
N -0.117 -1.754 1.005
S 3.032 -0.994 -0.270
*
```

Quick look at the Mulliken charges, all values in e: -1.11 0.57 -0.83 -0.66 0.84 0.25 0.30 0.28 0.37 0.19 0.14 0.22 0.23 0.04 -0.54 -0.29

=====

Last place for stability: version a

=====

Version a
This record from the OMol25 dataset describes a gas-phase ion, C5H11N2O (charge +1). The level of theory is ωB97M-V with the def2-TZVPD basis set.

Values from the calculation:
HOMO-LUMO gap in eV: 7.62
HOMO in eV: -12.38
Structure (SMILES): C=[N+](C)/C(N)=C(\C)O

Geometry as ORCA input:
```
! wB97M-V def2-TZVPD RIJCOSX def2/J DEFGRID3
* xyz 1 1
C -1.237 0.422 0.039
C 0.935 -0.146 -1.441
C -0.324 -0.635 0.145
C -0.938 1.907 -0.236
C 2.133 -0.356 0.678
N 0.959 -0.365 -0.205
N -0.575 -1.882 0.772
O -2.633 0.173 0.140
H 0.160 -0.400 -2.114
H 1.685 0.256 -2.089
H -1.884 2.296 -0.826
H -0.005 2.140 -0.657
H -1.222 2.354 0.719
H 2.542 -1.441 0.745
H 2.854 0.427 0.280
H 1.741 0.081 1.625
H -2.838 -0.731 -0.131
H 0.209 -2.095 1.373
H -1.559 -2.004 1.183
*
```

Quick look at the Mulliken charges, all values in e: 0.60 -0.26 -0.08 -1.13 -0.89 0.15 -0.50 -0.53 0.32 0.33 0.33 0.40 0.34 0.34 0.36 0.36 0.34 0.23 0.27

=====

Version b
This record from the OMol25 dataset describes a gas-phase ion, C5H11N2O (charge +1). The level of theory is ωB97M-V with the def2-TZVPD basis set.

Values from the calculation:
HOMO-LUMO gap in eV: 9.62
HOMO in eV: -12.84
Structure (SMILES): N/C=C(\[NH3+])CCC=O

Geometry as ORCA input:
```
! wB97M-V def2-TZVPD RIJCOSX def2/J DEFGRID3
* xyz 1 1
O 2.096 -0.706 1.547
C 2.405 -1.029 0.416
C 1.306 -1.434 -0.547
C 0.617 -0.114 -0.993
C -0.577 0.213 -0.188
C -1.778 0.605 -0.657
N -2.828 1.133 0.022
N -0.251 0.515 1.221
H 3.450 -0.894 0.096
H 1.677 -1.948 -1.431
H 0.639 -2.135 -0.058
H 1.391 0.663 -0.932
H 0.403 -0.166 -2.060
H -1.958 0.388 -1.702
H -3.560 1.604 -0.508
H -2.731 1.542 0.938
H -1.064 0.576 1.847
H 0.432 -0.169 1.625
H 0.333 1.356 1.364
*
```

Quick look at the Mulliken charges, all values in e: -0.57 0.08 -0.62 -0.89 0.04 -0.10 -0.46 -0.24 0.42 0.31 0.39 0.39 0.39 0.35 0.27 0.16 0.40 0.35 0.34

=====

Last place for stability: version a

=====

Version a
This record from the OMol25 dataset describes C3H5PS in the gas phase. The level of theory is ωB97M-V with the def2-TZVPD basis set.

Values from the calculation:
HOMO-LUMO gap in eV: 7.41
HOMO in eV: -8.62
Structure (SMILES): C=CCP=S

Geometry as ORCA input:
```
! wB97M-V def2-TZVPD RIJCOSX def2/J DEFGRID3
* xyz 0 1
C 1.215 0.583 -0.123
C 0.156 -0.190 -0.391
C -1.091 -0.692 0.817
P -0.273 -1.743 2.022
S 0.966 -0.627 2.967
H 2.025 0.742 -0.833
H 1.235 1.370 0.681
H 0.222 -0.830 -1.271
H -1.699 0.071 1.240
H -1.616 -1.342 0.214
*
```

Quick look at the Mulliken charges, all values in e: -0.52 -0.25 -0.65 0.15 -0.26 0.26 0.26 0.27 0.42 0.33

=====

Version b
This record from the OMol25 dataset describes C3H5PS in the gas phase. The level of theory is ωB97M-V with the def2-TZVPD basis set.

Values from the calculation:
HOMO-LUMO gap (spin up / spin down) in eV: 7.16 / 7.16
HOMO (spin up / spin down) in eV: -8.60 / -8.60
Structure (SMILES): P/C=C\C=S

Geometry as ORCA input:
```
! wB97M-V def2-TZVPD RIJCOSX def2/J DEFGRID3
* xyz 0 1
C -0.667 -0.710 -0.044
C 1.523 0.208 0.097
C 0.682 -0.882 0.108
P -1.266 1.090 0.133
S 3.254 0.352 0.288
H -1.309 -1.470 -0.474
H 1.186 1.190 -0.282
H 1.074 -1.928 0.101
H -2.289 0.901 1.075
H -2.189 1.249 -1.003
*
```

Quick look at the Mulliken charges, all values in e: -0.33 -0.59 0.15 -0.15 -0.18 0.37 0.27 0.32 0.07 0.07

=====

Last place for stability: version b